Formula: C28H78AsF9N8O14
Source: OMol25
Level of theory: ωB97M-V with the def2-TZVPD basis set

Calculated values
Multiplicity: 2
E_HOMO (spin up / spin down) (eV): -14.46 / -14.46
⟨S²⟩: 0.76
Total charge: +3

XYZ file:
```
138
Properties=species:S:1:pos:R:3:mulliken_spin:R:1
C 1.151 3.461 7.349 0.00
C 1.235 2.541 6.176 0.00
C 0.111 2.746 5.107 0.00
O 0.336 1.853 3.991 0.00
C -0.762 1.707 3.163 0.00
N 2.588 2.887 5.421 0.00
H 2.506 3.595 4.705 0.00
H 3.350 3.132 6.037 0.00
H 3.003 2.063 5.010 0.00
H 0.322 3.106 7.961 0.00
H 1.241 4.493 7.010 0.00
H 2.002 3.279 8.004 0.00
H 1.541 1.543 6.490 0.00
H 0.053 3.751 4.688 0.00
H -0.800 2.885 5.690 0.00
H -0.589 1.083 2.287 0.00
H -1.102 2.641 2.717 0.00
H -1.675 1.337 3.629 0.00
C -2.876 -2.704 -4.478 0.00
C -1.521 -2.001 -4.730 0.00
C -0.875 -2.124 -6.080 0.00
O -1.946 -1.883 -7.027 0.00
C -2.104 -2.749 -8.088 0.00
N -1.727 -0.452 -4.615 0.00
H -1.977 -0.020 -5.493 0.00
H -2.378 -0.249 -3.870 0.01
H -0.874 -0.028 -4.279 0.00
H -3.774 -2.116 -4.666 0.00
H -2.916 -2.907 -3.408 0.00
H -2.967 -3.579 -5.121 0.00
H -0.854 -2.127 -3.877 0.00
H -0.490 -3.143 -6.091 0.00
H -0.049 -1.437 -6.263 0.00
H -3.069 -3.256 -8.065 0.00
H -1.262 -3.398 -8.326 0.00
H -2.108 -2.021 -8.899 0.00
C 2.609 -2.535 -1.489 0.00
C 3.292 -2.608 -2.825 0.00
C 4.003 -1.329 -3.296 0.00
O 4.248 -1.378 -4.686 0.00
C 4.799 -0.134 -5.101 0.00
N 4.319 -3.767 -2.840 0.00
H 3.942 -4.645 -2.513 0.00
H 4.668 -3.885 -3.780 0.00
H 5.146 -3.595 -2.287 0.00
H 1.664 -1.993 -1.467 0.00
H 3.340 -2.016 -0.868 0.00
H 2.380 -3.571 -1.240 0.00
H 2.690 -3.053 -3.618 0.00
H 4.902 -1.227 -2.689 0.00
H 3.308 -0.534 -3.027 0.00
H 5.437 -0.287 -5.971 0.00
H 5.344 0.384 -4.312 0.00
H 3.910 0.391 -5.452 0.00
C 1.918 -3.691 5.357 0.00
C 2.317 -2.495 4.601 0.00
C 1.708 -2.487 3.145 0.00
O 0.309 -2.312 3.245 0.00
C -0.386 -1.826 2.124 0.00
N 1.882 -1.271 5.335 0.00
H 2.317 -0.440 4.961 0.00
H 0.885 -1.176 5.203 0.00
H 1.992 -1.148 6.331 0.00
H 2.532 -4.526 5.021 0.00
H 0.860 -3.947 5.296 0.00
H 2.144 -3.589 6.418 0.00
H 3.395 -2.348 4.530 0.00
H 1.953 -3.353 2.530 0.00
H 2.187 -1.601 2.727 0.00
H -1.452 -1.775 2.345 0.00
H -0.278 -2.557 1.323 0.00
H -0.005 -0.899 1.694 0.00
C -4.191 -0.322 2.122 0.00
C -5.116 0.218 1.207 0.01
C -5.224 1.766 1.178 -0.01
O -6.485 2.193 0.675 0.00
C -7.591 1.915 1.454 0.00
N -4.932 -0.337 -0.201 0.00
H -5.566 0.095 -0.857 0.00
H -3.970 -0.282 -0.502 0.00
H -5.211 -1.304 -0.116 0.00
H -4.232 -1.408 2.045 0.00
H -4.414 -0.086 3.162 0.00
H -3.141 -0.057 1.998 0.00
H -6.091 -0.172 1.497 0.00
H -4.382 2.325 0.771 0.00
H -5.147 2.181 2.183 0.00
H -8.519 2.335 1.068 0.00
H -7.647 2.260 2.487 0.00
H -7.743 0.840 1.361 0.00
C -0.962 4.572 -2.984 0.00
C -0.276 3.344 -2.310 0.01
C 1.213 3.657 -2.168 0.00
O 1.601 5.006 -1.619 0.00
C 2.970 5.346 -1.415 0.00
N -0.881 3.244 -0.894 0.00
H -0.283 3.776 -0.278 0.00
H -1.831 3.562 -0.771 0.00
H -0.943 2.305 -0.526 0.00
H -2.010 4.360 -3.195 0.00
H -0.407 4.829 -3.886 0.00
H -0.917 5.457 -2.349 0.00
H -0.465 2.317 -2.624 -0.01
H 1.713 3.591 -3.134 0.00
H 1.595 2.921 -1.459 0.00
H 3.329 5.127 -0.409 0.00
H 2.873 6.422 -1.561 0.00
H 3.587 4.904 -2.197 0.00
N -1.381 -0.192 -1.144 0.00
O -1.700 0.383 -0.107 0.00
O -2.138 -0.907 -1.784 0.00
O -0.265 0.057 -1.569 0.00
N -4.159 1.620 -2.973 -0.01
O -5.292 1.832 -2.537 0.25
O -3.116 1.855 -2.382 0.30
O -3.996 1.261 -4.102 0.46
As -3.746 -4.867 -1.229 0.00
F -5.089 -6.103 -1.137 0.00
F -5.032 -3.639 -1.216 0.00
F -2.516 -3.549 -1.191 0.00
F -2.521 -6.136 -1.024 0.00
F -3.673 -5.035 -3.017 0.00
F -3.730 -4.715 0.568 0.00
C 4.898 0.589 3.267 0.00
O 4.099 0.186 2.170 0.00
O 4.229 0.617 4.538 0.00
C 6.264 -0.137 3.048 0.00
F 7.302 0.451 3.619 0.00
F 6.311 -1.381 3.502 0.00
F 6.625 -0.209 1.686 0.00
C 3.095 1.049 1.570 0.00
C 2.440 0.293 0.373 0.00
H 3.253 -0.030 -0.277 0.00
H 1.850 -0.583 0.643 0.00
H 1.692 0.828 -0.212 0.00
H 3.480 1.970 1.133 0.00
H 2.326 1.305 2.298 0.00
H 5.167 1.598 2.954 0.00
```


Formula: C28H78N12O6P4
Source: OMol25
Level of theory: ωB97M-V with the def2-TZVPD basis set

Calculated values
Multiplicity: 2
E_HOMO (spin up / spin down) (eV): -9.97 / -9.96
⟨S²⟩: 0.76
Total charge: +1

XYZ file:
```
128
Properties=species:S:1:pos:R:3:mulliken_spin:R:1
O -2.470 -22.079 7.965 0.02
P -2.190 -20.646 7.578 -0.03
N -0.901 -20.584 6.462 0.35
C -0.524 -19.349 5.760 -0.02
C -0.100 -21.754 6.048 0.00
N -1.690 -19.621 8.881 0.52
C -0.789 -20.192 9.879 -0.02
C -1.786 -18.169 8.843 -0.03
N -3.463 -19.837 6.825 0.00
C -4.653 -19.613 7.648 0.00
C -3.863 -20.005 5.422 0.00
H -1.050 -18.470 6.132 0.01
H -0.878 -19.369 4.729 0.02
H 0.565 -19.304 5.735 0.01
H -0.510 -22.051 5.083 0.02
H -0.234 -22.605 6.716 0.01
H 0.975 -21.581 6.015 0.00
H -0.855 -21.279 9.852 0.01
H 0.241 -20.058 9.551 0.04
H -0.836 -19.689 10.845 0.02
H -0.841 -17.683 9.086 0.02
H -2.287 -17.915 7.909 0.01
H -2.552 -17.882 9.564 0.05
H -4.969 -18.579 7.509 0.00
H -5.521 -20.203 7.354 0.00
H -4.355 -19.727 8.690 0.00
H -4.061 -19.079 4.884 0.00
H -4.785 -20.587 5.415 0.00
H -3.082 -20.519 4.862 0.00
O -6.558 -27.276 7.282 0.00
P -6.785 -25.841 6.940 0.00
N -5.362 -24.888 6.560 0.00
C -5.411 -23.548 6.007 0.00
C -4.130 -25.124 7.288 0.00
N -7.558 -24.896 8.157 0.00
C -7.739 -25.448 9.471 0.00
C -8.254 -23.618 8.015 0.00
N -7.789 -25.560 5.556 0.00
C -7.299 -25.831 4.223 0.00
C -9.192 -25.782 5.690 0.00
H -6.351 -23.217 5.565 0.00
H -4.693 -23.501 5.188 0.00
H -5.163 -22.822 6.781 0.00
H -3.691 -26.038 6.887 0.00
H -4.366 -25.146 8.352 0.00
H -3.423 -24.297 7.214 0.00
H -7.321 -26.455 9.486 0.00
H -7.214 -24.870 10.230 0.00
H -8.769 -25.521 9.820 0.00
H -9.319 -23.751 8.204 0.00
H -7.858 -22.888 8.722 0.00
H -8.079 -23.227 7.013 0.00
H -7.870 -25.265 3.487 0.00
H -6.269 -25.520 4.049 0.00
H -7.397 -26.896 4.014 0.00
H -9.524 -26.820 5.733 0.00
H -9.785 -25.453 4.837 0.00
H -9.527 -25.182 6.537 0.00
O -2.894 -21.154 14.762 0.00
P -3.137 -22.402 15.553 0.00
N -2.118 -23.727 15.143 0.00
C -0.752 -23.782 15.675 0.00
C -2.277 -24.374 13.878 0.00
N -4.724 -22.990 15.279 0.00
C -5.829 -22.056 15.237 0.00
C -5.145 -24.429 15.451 0.00
N -3.162 -22.302 17.197 0.00
C -2.608 -21.126 17.888 0.00
C -3.672 -23.416 18.014 0.00
H -0.737 -23.642 16.755 0.00
H -0.106 -23.051 15.188 0.00
H -0.293 -24.733 15.402 0.00
H -1.928 -23.719 13.080 0.00
H -3.270 -24.645 13.519 0.00
H -1.743 -25.317 13.764 0.00
H -6.217 -21.939 14.225 0.00
H -6.675 -22.402 15.831 0.00
H -5.463 -21.118 15.654 0.00
H -4.318 -25.126 15.584 0.00
H -5.807 -24.495 16.315 0.00
H -5.713 -24.855 14.624 0.00
H -1.530 -21.244 17.993 0.00
H -2.870 -20.248 17.297 0.00
H -3.035 -21.014 18.884 0.00
H -3.041 -23.618 18.880 0.00
H -3.769 -24.315 17.406 0.00
H -4.642 -23.085 18.385 0.00
O -2.795 -15.959 15.281 0.00
P -4.236 -15.734 14.815 0.00
N -4.334 -15.547 13.113 0.00
C -3.730 -14.316 12.482 0.00
C -4.607 -16.615 12.115 0.00
N -5.036 -14.389 15.372 0.00
C -4.454 -13.549 16.409 0.00
C -6.348 -13.936 14.920 0.00
N -5.292 -17.042 15.280 0.00
C -4.735 -18.349 15.341 0.00
C -6.745 -17.070 14.992 0.00
H -3.941 -13.417 13.060 0.00
H -3.955 -14.240 11.418 0.00
H -2.654 -14.459 12.580 0.00
H -5.652 -16.891 12.256 0.00
H -3.920 -17.450 12.254 0.00
H -4.543 -16.286 11.078 0.00
H -5.210 -13.217 17.121 0.00
H -3.663 -14.151 16.856 0.00
H -3.918 -12.698 15.988 0.00
H -7.043 -13.650 15.709 0.00
H -6.443 -12.946 14.473 0.00
H -6.881 -14.645 14.287 0.00
H -3.701 -18.251 15.671 0.00
H -5.205 -18.856 16.184 0.00
H -4.896 -18.891 14.409 0.00
H -6.933 -16.928 13.928 0.00
H -7.213 -16.291 15.594 0.00
H -7.266 -17.994 15.244 0.00
O -6.472 -19.359 11.607 0.00
C -5.882 -20.410 11.392 0.00
O -6.328 -21.436 10.556 0.00
C -5.364 -22.498 10.356 0.00
C -4.263 -22.258 11.444 0.00
C -4.498 -20.824 11.983 0.00
H -4.910 -22.493 9.365 0.00
H -5.766 -23.500 10.508 0.00
H -3.269 -22.486 11.059 0.00
H -4.492 -22.991 12.217 0.00
H -3.765 -20.173 11.508 0.00
H -4.546 -20.626 13.053 0.00
```


Formula: C28H78O11
Source: OMol25
Level of theory: ωB97M-V with the def2-TZVPD basis set

Calculated values
ΔE to the lowest compared entry with this formula, charge and spin (eV): 3.051
E_HOMO (eV): -9.61

XYZ file:
```
117
Properties=species:S:1:pos:R:3:mulliken_charge:R:1
C 2.775 1.030 -4.781 -1.26
C 1.439 0.235 -4.519 1.58
C 0.561 -0.151 -5.708 -1.66
O 1.613 -1.025 -3.892 -0.41
H 3.508 0.876 -3.990 0.26
H 2.659 2.114 -4.815 0.34
H 3.260 0.689 -5.695 0.35
H 0.882 0.811 -3.781 -0.32
H -0.354 -0.689 -5.461 0.31
H 1.184 -0.644 -6.454 0.38
H 0.196 0.751 -6.201 0.43
H 2.091 -0.872 -3.074 0.07
C 0.428 -4.300 -2.664 -1.31
C 0.311 -3.869 -1.167 2.11
C -0.416 -4.948 -0.406 -1.55
O 1.543 -3.647 -0.520 -0.67
H -0.435 -4.230 -3.326 0.34
H 0.942 -5.246 -2.835 0.35
H 1.179 -3.626 -3.078 0.16
H -0.240 -2.929 -1.131 -0.71
H -1.470 -4.892 -0.678 0.32
H -0.195 -4.881 0.659 0.40
H -0.111 -5.942 -0.734 0.35
H 1.851 -2.774 -0.774 0.12
C 0.227 0.631 -0.722 -0.91
C 0.800 0.628 0.697 0.88
C -0.050 -0.186 1.658 -0.42
O 2.125 0.092 0.661 0.40
H -0.028 -0.370 -1.070 -0.05
H 1.081 1.035 -1.266 -0.18
H -0.467 1.467 -0.816 0.45
H 0.987 1.610 1.132 -0.38
H -1.072 0.167 1.524 -0.10
H 0.283 -0.140 2.695 0.50
H -0.170 -1.233 1.382 0.08
H 2.436 0.011 1.565 -0.08
C -2.898 -2.296 -2.294 -1.14
C -3.911 -1.434 -3.135 0.93
C -4.531 -2.383 -4.138 -1.44
O -4.893 -0.899 -2.285 -0.53
H -3.308 -3.207 -1.858 0.43
H -2.407 -1.792 -1.462 -0.02
H -2.115 -2.823 -2.841 0.26
H -3.259 -0.673 -3.562 0.10
H -3.895 -3.209 -4.456 0.34
H -4.804 -1.771 -4.998 0.39
H -5.449 -2.855 -3.789 0.34
H -5.424 -0.207 -2.684 0.33
C -3.357 1.740 2.578 -1.17
C -4.527 1.665 1.487 0.34
C -4.156 0.817 0.216 -0.66
O -5.633 1.208 2.204 -0.56
H -3.607 2.293 3.484 0.42
H -2.475 2.142 2.079 0.43
H -2.925 0.825 2.984 -0.02
H -4.628 2.729 1.274 0.27
H -3.251 1.226 -0.232 -0.17
H -4.967 0.849 -0.511 0.54
H -3.954 -0.247 0.344 0.22
H -6.313 1.076 1.539 0.35
C -1.063 -2.537 4.727 -1.15
C -2.246 -1.508 4.481 1.18
C -3.216 -1.845 3.387 -1.01
O -3.064 -1.299 5.611 -0.65
H -0.604 -2.411 5.708 0.38
H -0.284 -2.338 3.991 0.11
H -1.444 -3.558 4.705 0.34
H -1.754 -0.557 4.274 -0.23
H -3.999 -1.104 3.229 0.22
H -3.841 -2.718 3.578 0.44
H -2.700 -1.881 2.428 0.09
H -3.706 -0.613 5.416 0.34
C 4.673 3.551 -1.504 -1.52
C 3.753 2.588 -0.735 0.92
O 4.563 1.973 0.274 -0.60
H 5.464 4.059 -0.953 0.36
H 4.191 4.271 -2.165 0.36
H 5.202 2.946 -2.240 0.35
H 3.320 1.827 -1.384 -0.36
H 3.054 3.199 -0.165 0.16
H 4.063 1.612 1.010 0.25
C 4.641 -2.311 -0.095 -1.32
C 4.006 -2.157 -1.497 -0.26
O 3.085 -1.054 -1.465 0.16
H 4.020 -2.578 0.760 0.14
H 5.281 -1.445 0.074 0.40
H 5.448 -3.043 -0.047 0.51
H 3.665 -3.132 -1.844 0.29
H 4.872 -1.951 -2.126 0.41
H 3.176 -0.665 -0.592 -0.26
C -1.682 3.141 -3.459 -0.72
C -2.306 3.832 -2.250 -0.10
O -2.856 5.093 -2.748 -0.57
H -2.236 3.153 -4.398 0.42
H -1.806 2.077 -3.255 0.02
H -0.674 3.523 -3.615 0.34
H -1.465 4.067 -1.598 0.20
H -2.905 3.168 -1.626 0.11
H -2.153 5.701 -2.989 0.32
C 4.183 0.422 4.521 -0.93
C 3.295 -0.804 4.382 -0.38
O 2.536 -0.776 3.206 -0.37
H 4.946 0.330 5.294 0.40
H 3.585 1.306 4.740 0.13
H 4.639 0.447 3.531 0.19
H 2.787 -0.882 5.343 0.29
H 3.908 -1.705 4.351 0.39
H 2.154 -1.651 3.105 0.06
C 1.328 3.445 3.932 -0.69
C -0.003 4.044 4.512 -0.11
O -0.178 5.289 3.924 -0.52
H 1.397 2.445 4.360 0.11
H 2.211 3.987 4.273 0.41
H 1.257 3.323 2.852 0.13
H -0.019 4.176 5.594 0.40
H -0.722 3.279 4.221 -0.07
H -0.440 5.919 4.599 0.33
```


We obtain energy values of -156145.8938; -97618.1756; -52818.7809 eV for the records listed above, in that order.